H8O4 | the ωB97M-V functional and the def2-TZVPD basis

## Properties
Net charge ... +1
Strongest force on any atom ... 0.021 hartree/bohr
Electronic energy ... -305.32320 Eh
2S+1 ... 2
Kohn-Sham gap (alpha / beta) ... 13.141 / 3.133 eV
Relative energy (zero: lowest compared OMol25 entry of this formula, charge and spin) ... 1.2041 eV

Bonds (Å) are listed after each position.
Positions of all 12 atoms, in Å:
1 O -2.004 -0.641 0.779  H2 0.957, H3 0.957
2 H -2.682 -1.192 0.388  O1 0.957
3 H -1.219 -0.826 0.265  O1 0.957
4 O -0.888 -1.359 -2.008  H5 0.957, H6 0.957
5 H -1.088 -2.287 -1.887  O4 0.957
6 H -1.732 -0.956 -2.212  O4 0.957
7 O 2.035 2.412 2.064  H8 0.957, H9 0.957
8 H 1.790 3.146 2.627  O7 0.957
9 H 1.204 2.087 1.718  O7 0.957
10 O 1.297 -0.177 -0.267  H11 0.957, H12 0.957
11 H 2.188 0.173 -0.285  O10 0.957
12 H 1.101 -0.380 -1.182  O10 0.957